1.
11
Properties=species:S:1:pos:R:3:mulliken_charge:R:1 method="wB97M-V/def2-TZVPD" homo_lumo_gap_ev=9.37 lumo_energy_ev=0.8 smiles=C#Cc1c[nH]cn1 relative_energy_kj_mol=179.6 charge=0 total_energy_ev=-8227.63242 largest_force_ev_per_a=3.423 spin_multiplicity=1
C -0.1623 -2.6384 -1.4245 -0.18
C -0.1217 -1.4894 -1.0202 -0.27
C -0.1109 -0.2965 -0.3047 0.49
C 0.8297 0.6681 -0.3004 -0.64
C -0.7508 1.0833 1.1497 -0.01
H -0.4040 -3.6989 -1.7633 0.35
H 1.7545 0.8979 -0.7084 0.41
H 0.8526 2.3476 1.0322 0.16
H -1.1941 1.6390 2.0274 0.33
N 0.4503 1.5005 0.7143 -0.04
N -1.1434 -0.0133 0.5980 -0.60



2.
29
Properties=species:S:1:pos:R:3:mulliken_charge:R:1 method="wB97M-V/def2-TZVPD" homo_lumo_gap_ev=7.78 lumo_energy_ev=-1.3 relative_energy_kj_mol=143.0 charge=0 total_energy_ev=-40387.79981 largest_force_ev_per_a=4.426 spin_multiplicity=1
C 4.4868 0.3833 -1.6334 -1.20
C -3.4669 -2.0561 0.5821 -1.58
C 3.0824 1.0233 -1.4691 -0.29
C -2.0260 -1.6858 1.0244 0.25
C 2.1194 0.0116 -1.0738 -0.51
C 0.6339 0.5637 -0.7925 -0.58
C -0.0793 -0.2513 0.2566 -0.04
C -1.2488 -0.8629 0.0049 -0.70
O -4.0775 1.6822 2.0779 -0.52
S -1.4214 1.5460 2.9934 -0.15
S -2.7717 1.5567 1.3942 0.51
I -2.3408 3.7476 0.2619 -0.08
H 4.6655 -0.1851 -0.6646 0.30
H 5.1782 1.1450 -1.5355 0.41
H 4.7076 -0.2151 -2.5755 0.30
H -3.9108 -2.4532 1.4694 0.41
H -3.5619 -2.8612 -0.1086 0.42
H -4.0163 -1.2723 0.2502 0.42
H 2.8942 1.4359 -2.4955 0.21
H 2.9857 1.9588 -0.7833 0.31
H -2.2110 -0.9515 1.8865 -0.22
H -1.5076 -2.6055 1.2276 0.43
H 2.0189 -0.7640 -1.7848 0.20
H 2.5159 -0.3836 -0.0377 0.23
H 0.0817 0.6346 -1.7614 0.33
H 0.6363 1.6546 -0.5453 0.36
H 0.4252 -0.5462 1.1888 0.30
H -1.9347 0.4790 3.5591 0.18
H -1.8570 -0.7286 -0.9159 0.28



3.
64
Properties=species:S:1:pos:R:3:mulliken_charge:R:1 method="wB97M-V/def2-TZVPD" homo_lumo_gap_ev=8.60 lumo_energy_ev=-2.2 smiles="Fc1ccc(C(OCC[NH+]2CCN(C/C=C/c3ccccc3)CC2)c2ccc(F)cc2)cc1" relative_energy_kj_mol=0.0 charge=+1 total_energy_ev=-39995.47341 largest_force_ev_per_a=0.933 spin_multiplicity=1
F -2.3026 -2.0302 4.1622 -0.35
C -2.5496 -1.3990 3.0075 0.39
C -1.5696 -0.5810 2.4676 -0.67
C -1.8199 0.0497 1.2630 -0.22
C -3.0343 -0.1317 0.6058 0.57
C -4.0034 -0.9499 1.1735 -0.39
C -3.7675 -1.5908 2.3778 -0.69
H -4.5137 -2.2203 2.8348 0.49
H -4.9563 -1.0798 0.6818 0.47
C -3.2705 0.5740 -0.7161 -0.30
C -3.0608 2.0619 -0.5268 -0.56
C -4.0023 2.7789 0.2031 -0.38
C -3.8296 4.1297 0.4333 -0.71
C -2.7026 4.7537 -0.0757 0.33
C -1.7541 4.0609 -0.8061 -0.77
C -1.9389 2.7075 -1.0256 -0.11
H -1.2154 2.1553 -1.6045 0.44
H -0.8908 4.5786 -1.1922 0.46
F -2.5251 6.0636 0.1463 -0.31
H -4.5513 4.7007 0.9945 0.46
H -4.8754 2.2777 0.5934 0.42
H -4.3032 0.3983 -1.0460 0.60
O -2.3723 0.0866 -1.7213 -0.44
C -2.7813 -1.0531 -2.4275 -0.57
C -2.3181 -2.3355 -1.7030 -0.83
N -0.9600 -2.0985 -1.1710 0.78
H -0.9925 -1.1106 -0.8405 -0.22
C 0.0985 -2.1798 -2.2048 -0.80
H -0.1510 -1.5151 -3.0312 0.38
C 1.4414 -1.7848 -1.5974 -0.54
N 1.7451 -2.6926 -0.5135 0.00
C 0.7516 -2.5638 0.5291 -0.54
C -0.6068 -2.9752 -0.0334 -1.03
H -0.5585 -4.0032 -0.3974 0.43
H -1.3755 -2.8956 0.7370 0.39
H 0.6782 -1.5360 0.9260 0.32
H 1.0110 -3.2318 1.3516 0.53
C 3.1297 -2.6103 -0.0477 -1.50
C 3.5081 -1.2740 0.5207 -0.13
C 4.3078 -0.4128 -0.1056 -0.19
C 4.7193 0.9042 0.3583 0.90
C 4.1944 1.5101 1.5014 -0.39
C 4.6257 2.7608 1.8981 -0.68
C 5.5897 3.4341 1.1646 -0.46
C 6.1179 2.8482 0.0262 -0.58
C 5.6845 1.5990 -0.3739 -0.46
H 6.1032 1.1455 -1.2612 0.35
H 6.8700 3.3661 -0.5496 0.39
H 5.9271 4.4093 1.4802 0.39
H 4.2109 3.2139 2.7863 0.39
H 3.4441 1.0013 2.0880 0.28
H 4.7320 -0.7065 -1.0594 0.28
H 3.0830 -1.0391 1.4860 0.43
H 3.2568 -3.3918 0.7057 0.39
H 3.7657 -2.8521 -0.9018 0.50
H 2.2156 -1.8764 -2.3601 0.53
H 1.4084 -0.7288 -1.2722 0.28
H 0.1480 -3.2103 -2.5615 0.37
H -2.9808 -2.5426 -0.8599 0.41
H -2.3198 -3.1907 -2.3784 0.44
H -3.8672 -1.0820 -2.5658 0.40
H -2.3174 -0.9799 -3.4154 0.50
H -1.0844 0.7191 0.8395 0.65
H -0.6456 -0.4333 3.0033 0.51



4.
15
Properties=species:S:1:pos:R:3:mulliken_charge:R:1 method="wB97M-V/def2-TZVPD" homo_lumo_gap_ev=11.14 lumo_energy_ev=0.8 relative_energy_kj_mol=140.5 charge=0 total_energy_ev=-9408.37588 largest_force_ev_per_a=3.860 spin_multiplicity=1
C -1.4464 0.2899 -0.0726 0.34
C -0.4374 -1.4641 0.0809 -0.58
C 0.0346 0.0967 0.0319 1.26
C 0.6464 0.3324 -1.3856 -1.16
C 0.7202 0.6848 1.1864 -1.59
O -2.1004 1.2535 0.1313 -0.54
O -1.7522 -1.0180 -0.3446 -0.36
H 0.0301 -2.1223 -0.5742 0.34
H -0.5372 -1.9027 1.1154 0.28
H 1.7188 -0.0863 -1.3772 0.31
H 0.4243 1.4711 -1.3868 0.31
H -0.0337 -0.2088 -2.0491 0.36
H 1.8412 0.5505 1.3415 0.33
H 0.3619 0.3012 2.0912 0.43
H 0.5300 1.8223 1.2113 0.28



5.
15
Properties=species:S:1:pos:R:3:mulliken_charge:R:1 method="wB97M-V/def2-TZVPD" homo_lumo_gap_ev=10.48 lumo_energy_ev=0.8 smiles=C[C@](O)(C#N)CN relative_energy_kj_mol=153.9 charge=0 total_energy_ev=-9304.79799 largest_force_ev_per_a=1.072 spin_multiplicity=1
C -1.2931 0.7636 0.5321 -1.56
C -0.0089 -0.0718 0.4738 1.48
O -0.3017 -1.4682 0.2952 -0.61
C 0.8449 0.3277 -0.7549 -0.75
N 0.1778 -0.2506 -1.9106 -0.60
C 0.7620 0.0155 1.7335 -0.12
N 1.3068 -0.1314 2.7433 -0.48
H -1.9235 0.4588 1.3712 0.36
H -1.8212 0.6158 -0.4126 0.41
H -1.0823 1.8355 0.6302 0.35
H -0.2935 -1.9471 1.1325 0.35
H 1.8824 -0.0116 -0.5981 0.37
H 0.8681 1.4207 -0.8642 0.33
H 0.0571 -1.2385 -1.7080 0.24
H 0.7578 -0.1787 -2.7393 0.23



6.
125
Properties=species:S:1:pos:R:3:mulliken_charge:R:1 method="wB97M-V/def2-TZVPD" homo_lumo_gap_ev=3.39 lumo_energy_ev=-10.4 charge=+3 total_energy_ev=-160189.55018 largest_force_ev_per_a=1.831 spin_multiplicity=1
Pd 0.0642 -0.5756 -0.8313 1.01
C 1.2260 -1.8017 -3.7890 -1.41
O 1.7072 -1.3377 -2.5165 1.27
C 2.9816 -1.7508 -2.1661 -0.43
C 3.8461 -2.3799 -3.0425 -0.61
C 5.0535 -2.8715 -2.5538 -0.55
Br 6.2492 -3.6997 -3.7400 -0.12
C 5.3631 -2.7937 -1.2109 -0.97
C 4.5065 -2.1217 -0.3361 0.82
C 3.3569 -1.5405 -0.8460 -0.07
O 2.4872 -0.8138 -0.0307 -0.50
C 4.8094 -2.2131 1.1046 0.20
N 5.4034 -3.2613 1.5951 -0.70
C 5.5185 -3.0250 2.9575 0.53
C 6.1129 -3.8056 3.9499 -0.85
C 6.1632 -3.2862 5.2258 -0.62
C 5.6355 -2.0169 5.5216 -0.71
C 5.0323 -1.2386 4.5557 -0.83
C 4.9744 -1.7750 3.2720 0.70
N 4.4961 -1.2856 2.0708 0.15
H 1.5076 -2.8401 -3.9514 0.68
H 1.6159 -1.1735 -4.5905 0.38
H 0.1464 -1.7305 -3.7652 0.17
H 3.6062 -2.5015 -4.0877 0.63
H 6.2576 -3.2510 -0.8137 0.63
H 2.8481 0.0742 0.0799 0.35
H 6.5300 -4.7737 3.7081 0.51
H 6.6338 -3.8572 6.0146 0.46
H 5.7238 -1.6331 6.5298 0.48
H 4.6664 -0.2453 4.7866 0.46
H 4.1370 -0.3620 1.9219 0.21
C 0.6248 -0.0557 2.6816 -0.30
C 0.3791 0.8803 3.8587 -0.62
C -0.5843 2.0142 3.5543 -1.24
Sb -2.3244 1.6254 2.3105 0.84
C -3.7412 3.0364 3.0465 1.16
C -3.3743 4.3593 3.3344 -0.69
C -4.3389 5.2347 3.7990 -0.74
C -5.6567 4.8109 3.9324 -0.53
C -6.0143 3.4993 3.6453 -0.87
C -5.0645 2.6012 3.1828 -0.40
C -3.3619 -0.1113 2.8582 0.20
C -3.4756 -0.3788 4.2159 -0.41
C -4.0856 -1.5615 4.6074 -0.77
C -4.5714 -2.4470 3.6526 -0.60
C -4.4882 -2.1431 2.2990 -0.62
C -3.8797 -0.9654 1.8930 -0.13
Sb -0.5279 -1.8867 2.8108 1.50
C 0.7370 -3.0375 4.0640 0.26
C 1.7265 -2.4788 4.8662 0.11
C 2.4521 -3.2926 5.7276 -0.72
C 2.1794 -4.6499 5.7995 -0.75
C 1.1957 -5.2095 4.9933 -0.67
C 0.4599 -4.4021 4.1389 -0.71
C 0.1770 -2.6490 0.9405 1.07
C -0.6856 -2.7173 -0.1788 -2.10
C -0.2956 -3.4695 -1.3111 -0.59
C 0.9075 -4.1290 -1.3190 -0.98
C 1.7736 -4.0448 -0.2157 -0.39
C 1.4133 -3.3182 0.8955 -0.45
H 1.6683 -0.3686 2.6124 -0.15
H 0.3571 0.4219 1.7376 -0.03
H 1.3266 1.3454 4.1440 0.41
H 0.0337 0.3372 4.7414 0.41
H -0.0689 2.8231 3.0326 0.64
H -1.0458 2.4313 4.4528 0.62
H -2.3504 4.6972 3.2243 0.47
H -4.0654 6.2508 4.0495 0.45
H -6.4144 5.5092 4.2625 0.44
H -7.0376 3.1737 3.7751 0.45
H -5.3520 1.5760 2.9772 0.49
H -3.1109 0.3167 4.9648 0.47
H -4.1903 -1.7853 5.6606 0.46
H -5.0398 -3.3696 3.9684 0.46
H -4.9066 -2.8188 1.5649 0.48
H -3.8130 -0.7130 0.8405 0.39
H 1.9412 -1.4157 4.8343 0.20
H 3.2197 -2.8606 6.3548 0.57
H 2.7163 -5.2711 6.5037 0.44
H 0.9854 -6.2694 5.0508 0.44
H -0.3312 -4.8380 3.5367 0.40
H -1.7209 -2.4027 -0.0860 0.71
H -0.9926 -3.6058 -2.1293 0.59
H 1.1774 -4.7512 -2.1632 0.56
H 2.7197 -4.5736 -0.2263 0.50
H 2.0693 -3.2980 1.7585 0.45
N -1.2705 2.5346 -7.3112 0.03
C -0.9087 3.3524 -8.3574 0.76
C -1.5652 3.7214 -9.5319 -1.02
C -0.8917 4.5881 -10.3591 -0.45
C 0.3759 5.1117 -10.0180 -0.50
C 1.0092 4.7638 -8.8528 -0.82
C 0.3479 3.8713 -7.9979 0.65
N 0.7182 3.3902 -6.7666 -0.54
C -0.2505 2.5938 -6.3934 -0.30
C -0.2206 1.8900 -5.1276 1.10
C 0.8000 2.1964 -4.2135 -0.74
C 0.8351 1.5606 -2.9999 -1.25
N -0.0863 0.6508 -2.6381 1.79
C -1.0711 0.3574 -3.4934 -1.29
C -1.1629 0.9310 -4.7428 -0.83
H -2.1293 2.0174 -7.2482 0.17
H -2.5635 3.3766 -9.7659 0.39
H -1.3490 4.8836 -11.2936 0.41
H 0.8499 5.8123 -10.6916 0.41
H 1.9871 5.1496 -8.6001 0.45
H 1.5476 2.9284 -4.4866 0.60
H 1.6156 1.7790 -2.2837 0.50
H -1.8082 -0.3629 -3.1593 0.37
H -1.9598 0.6170 -5.4033 0.43
C -2.8644 2.7834 -2.5460 -1.89
C -3.0165 2.6874 -1.0200 2.80
C -4.4557 2.2961 -0.6832 -1.48
C -2.6215 4.0510 -0.4328 -1.29
C -2.0897 1.6649 -0.4880 0.39
C -1.2555 0.7774 -0.2058 -1.83
H -3.4982 3.5931 -2.9063 0.56
H -3.1738 1.8610 -3.0289 0.40
H -1.8330 2.9991 -2.8252 0.34
H -5.1349 3.0834 -1.0094 0.49
H -4.5780 2.1605 0.3924 0.27
H -4.7406 1.3701 -1.1838 0.39
H -3.2008 4.8376 -0.9155 0.51
H -1.5635 4.2512 -0.6048 0.35
H -2.8138 4.1019 0.6445 0.24